The following is a quantum chemistry calculation of one molecule with the formula C5H9N, from the Open Molecules 2025 dataset.

Cartesian coordinates (Å):
C 2.226 0.493 -1.303
C 1.077 0.921 -0.792
C 0.465 0.543 0.490
N -0.990 0.260 0.224
C -1.381 -1.101 -0.056
C -1.820 -0.422 1.202
H 2.677 0.783 -2.279
H 2.823 -0.325 -0.918
H 0.447 1.719 -1.303
H 1.000 -0.197 1.064
H 0.470 1.429 1.170
H -2.168 -1.428 -0.815
H -0.625 -1.875 -0.002
H -2.849 -0.092 1.177
H -1.351 -0.707 2.143

- LUMO level (Eh) = 0.045
- DFT total energy (Ha) = -250.5759
- relative energy (zero: lowest compared OMol25 entry of this formula, charge and spin) (kJ/mol) = 239.1
- Kohn-Sham gap (eV) = 10.253

Atom charges from the natural (NBO) analysis, given in e for atoms 1 to 4: number 1, C, carries -0.40; number 2, C, carries -0.18; number 3, C, carries -0.27; number 4, N, carries -0.41